(1)
Computed, not measured: a molecular structure, C2H2FOSn, with ωB97M-V/def2-TZVPD.

Computed properties:
- multiplicity = 2
- relative energy (zero: lowest compared OMol25 entry of this formula, charge and spin) (kJ/mol) = 86.18
- highest occupied orbital energy (spin up / spin down) (hartree) = -0.23805 / -0.34806
- LUMO level (spin up / spin down) (Eh) = -0.0347 / -0.0306
- strongest force on any atom (eV Å⁻¹) = 4.322

Last column: natural (NBO) charge in e.
Element x y z (Å)
C -0.30060 0.03562 0.18950  0.712
C 0.77363 -0.72052 0.05175  -1.001
O -0.46235 1.35087 0.03527  -0.678
H 0.53357 -1.78544 -0.04880  0.258
H -1.48494 1.44679 -0.16321  0.522
Sn 2.63995 0.05724 -0.00413  0.599
F -1.69926 -0.38458 -0.06039  -0.412

Atomic forces in eV per Å
C -3.1 0.9 -2.9
C -2.3 -1.7 0.8
O -2.0 0.6 0.3
H 0.1 0.3 0.2
H 3.0 0.0 0.7
Sn 2.1 0.8 0.0
F 2.1 -1.0 1.0

=====

(2)
Computed, not measured: C6H6Cl2 in the gas phase, with ωB97M-V/def2-TZVPD.

Computed properties:
- multiplicity = 1
- relative energy (zero: lowest compared OMol25 entry of this formula, charge and spin) (kJ/mol) = 270.54
- highest occupied orbital energy (hartree) = -0.34517
- SMILES string = C=C/C(Cl)=C\C(=C)Cl
- LUMO level (Eh) = 0.0063
- strongest force on any atom (eV Å⁻¹) = 7.201

Last column: natural (NBO) charge in e.
Element x y z (Å)
C 0.89417 -1.63380 -0.67134  -0.330
C -0.04980 -1.05335 -1.49605  -0.239
C -0.44613 0.46152 -1.33927  -0.008
Cl -0.94497 1.07790 -2.88000  0.013
C -0.37342 1.30877 -0.24421  -0.282
C -0.44132 0.81978 1.19111  -0.032
C 0.50592 0.47810 1.98262  -0.402
Cl -2.01711 0.81848 1.92910  -0.009
H 1.63426 -1.16634 -0.09990  0.204
H 0.84257 -2.80042 -0.82592  0.205
H -0.60100 -1.75247 -1.96101  0.210
H -0.84336 2.40538 -0.46339  0.248
H 0.31765 0.38276 3.05282  0.215
H 1.52253 0.65368 1.82545  0.207

Atomic forces in eV per Å
C -2.9 -2.2 -3.5
C 3.1 3.4 5.5
C 1.2 -1.1 0.8
Cl 0.0 0.4 -0.1
C -2.7 0.1 -1.5
C -1.2 1.0 -2.4
C 1.4 0.2 2.9
Cl -0.7 0.2 -0.4
H 0.7 0.6 0.9
H 0.8 2.4 0.8
H -2.4 -1.5 -2.2
H 1.4 -2.7 0.7
H -0.3 -0.6 -0.3
H 1.5 -0.1 -1.0

=====

(3)
Computed, not measured: 7 unconnected molecules or ions with the total composition C14H42O7, with ωB97M-V/def2-TZVPD.

Computed properties:
- multiplicity = 1
- relative energy (zero: lowest compared OMol25 entry of this formula, charge and spin) (kJ/mol) = 203.83
- highest occupied orbital energy (hartree) = -0.35614
- SMILES string = CCO.CCO.CCO.CCO.CCO.CCO.CCO
- LUMO level (Eh) = 0.0201
- strongest force on any atom (eV Å⁻¹) = 2.201

Last column: natural (NBO) charge in e.
Element x y z (Å)
C -5.62522 -1.06195 -0.15463  -0.631
C -5.04233 -1.80190 1.02080  -0.061
O -4.01168 -2.66177 0.54533  -0.737
H -6.15269 -1.75005 -0.82087  0.210
H -4.81414 -0.63942 -0.75489  0.212
H -6.35027 -0.30664 0.13791  0.215
H -5.83132 -2.41365 1.48727  0.151
H -4.63556 -1.15679 1.80626  0.169
H -3.63993 -3.14048 1.29140  0.471
C 2.21611 -3.76360 -0.37899  -0.635
C 3.42139 -3.14578 0.33107  -0.062
O 3.78771 -3.89227 1.49130  -0.723
H 2.46671 -4.70473 -0.86837  0.205
H 1.82476 -3.05736 -1.11714  0.205
H 1.45349 -3.99644 0.36298  0.214
H 3.20679 -2.13676 0.66897  0.170
H 4.28878 -3.12480 -0.33465  0.162
H 4.40573 -4.57019 1.20202  0.464
C 0.94929 0.85244 -0.92873  -0.641
C 0.28205 -0.18572 -0.11238  -0.068
O -1.18257 -0.01028 -0.04303  -0.759
H 0.85739 1.86793 -0.55128  0.222
H 0.73571 0.82547 -1.99569  0.216
H 2.02490 0.61451 -0.84018  0.211
H 0.61394 -0.14484 0.93051  0.178
H 0.49531 -1.21570 -0.41837  0.173
H -1.63307 -0.71534 -0.52354  0.486
C -4.81585 2.46254 -2.08689  -0.624
C -3.74236 2.29356 -1.01159  -0.059
O -2.51870 1.89848 -1.69662  -0.778
H -4.44767 3.09890 -2.89452  0.213
H -5.72901 2.84408 -1.62035  0.204
H -5.03265 1.50320 -2.56021  0.208
H -4.10939 1.51126 -0.32172  0.158
H -3.53415 3.17776 -0.39328  0.161
H -1.92881 1.32617 -1.16447  0.497
C 3.44908 0.23103 -4.17518  -0.628
C 4.58067 0.93182 -3.43556  -0.061
O 5.85994 0.31660 -3.67806  -0.733
H 3.62307 0.29884 -5.24928  0.207
H 2.49902 0.73871 -3.97163  0.210
H 3.37683 -0.81802 -3.89657  0.210
H 4.35184 1.02075 -2.36526  0.164
H 4.60686 1.98634 -3.76141  0.158
H 6.42140 0.89390 -4.19117  0.473
C 2.75175 4.63222 0.46007  -0.638
C 2.28961 5.40800 1.69427  -0.064
O 3.12055 5.20048 2.83455  -0.717
H 2.83979 3.56286 0.65468  0.211
H 3.70778 4.99683 0.06245  0.198
H 2.05055 4.74275 -0.37752  0.213
H 1.28366 5.05825 1.94145  0.177
H 2.19379 6.47329 1.44791  0.157
H 3.94666 5.67601 2.70344  0.463
C -0.49522 -2.20278 3.98447  -0.630
C -1.40607 -3.41638 3.90351  -0.061
O -2.75246 -2.96613 4.09075  -0.730
H 0.54793 -2.44246 3.77554  0.216
H -0.54967 -1.73478 4.96696  0.213
H -0.81814 -1.47230 3.24185  0.215
H -1.11542 -4.17068 4.64569  0.160
H -1.27917 -3.89077 2.91870  0.150
H -3.33733 -3.73422 4.09191  0.467

Atomic forces in eV per Å
C 0.2 -0.2 -0.5
C -0.3 -0.5 0.5
O 0.1 -0.1 -0.3
H 0.1 -0.1 0.1
H -0.2 0.3 0.1
H 0.2 0.2 0.1
H 0.1 0.1 0.0
H -0.1 0.2 -0.2
H 0.0 0.1 0.1
C 0.2 0.2 0.3
C 0.1 -0.6 -0.1
O 0.0 0.0 0.0
H 0.1 0.1 -0.1
H -0.1 -0.2 0.0
H -0.2 0.2 0.0
H -0.1 0.1 0.0
H -0.1 0.3 -0.1
H -0.1 0.0 0.2
C 1.6 0.1 -0.4
C -1.8 -0.7 1.0
O 0.8 0.0 -0.2
H -0.4 0.0 0.1
H -0.3 0.0 0.0
H -0.1 0.2 -0.1
H 0.0 0.2 -0.1
H 0.0 0.2 -0.3
H 0.2 -0.1 0.1
C 0.4 0.1 0.3
C 0.7 -1.0 -0.4
O -0.5 0.0 0.3
H -0.2 0.3 0.2
H 0.0 0.1 -0.3
H 0.0 -0.1 0.2
H 0.4 0.1 -0.1
H -0.3 0.1 -0.4
H -0.7 0.4 0.2
C 0.2 0.3 0.0
C 0.0 0.9 -0.4
O -0.8 -0.2 0.6
H 0.0 -0.1 0.0
H 0.1 -0.2 0.1
H 0.0 0.0 0.0
H 0.4 -0.5 0.0
H 0.1 -0.3 -0.1
H 0.0 0.3 -0.1
C 0.1 0.2 -0.4
C -0.1 -0.3 -0.5
O -0.3 0.1 -0.2
H 0.1 0.0 0.2
H 0.0 -0.1 0.3
H -0.1 0.1 0.3
H 0.2 0.0 0.3
H 0.1 -0.1 0.1
H 0.0 0.0 0.0
C -0.2 0.1 -0.1
C 0.4 0.0 -0.2
O 0.1 -0.3 -0.1
H -0.1 -0.2 0.0
H 0.0 0.0 0.0
H 0.0 0.1 0.0
H -0.2 0.1 0.1
H -0.2 0.1 0.1
H 0.1 0.1 0.1

=====

(4)
Computed, not measured: a molecular structure, C8H32Ag3O14PV, with ωB97M-V/def2-TZVPD.

Computed properties:
- multiplicity = 4
- highest occupied orbital energy (spin up / spin down) (hartree) = -0.62479 / -0.62479
- LUMO level (spin up / spin down) (Eh) = -0.4731 / -0.5575
- strongest force on any atom (eV Å⁻¹) = 3.711
- total charge = +4

Last column: natural (NBO) charge in e.
Element x y z (Å)
O -4.23829 16.03257 22.61551  -0.343
V -3.58143 17.33358 23.28158  1.682
O -2.06137 17.15905 23.56886  -0.342
Ag -10.59535 23.21470 25.74939  0.998
Ag -4.14744 21.93277 27.96130  0.997
Ag -8.02245 22.08400 19.40160  0.996
P -5.72009 22.23221 23.40983  2.400
O -4.32497 21.92815 23.88188  -0.778
O -6.51847 22.41481 24.69270  -0.951
O -6.01348 20.96586 22.62960  -0.851
O -5.86302 23.30073 22.33238  -0.815
C -3.11671 27.49904 27.99404  -0.246
O -3.99457 26.60071 27.39662  -0.755
H -3.60167 28.26925 28.59377  0.180
H -2.36610 27.03999 28.63745  0.184
H -2.66931 28.06213 27.17498  0.167
H -4.27178 26.83467 26.50779  0.472
C -8.05044 27.13025 17.34318  -0.262
O -7.72049 25.80382 16.94069  -0.755
H -8.93505 27.45915 16.79785  0.189
H -8.23561 27.28128 18.40669  0.170
H -7.30271 27.85678 17.02512  0.177
H -7.21321 25.84518 16.12674  0.483
C 1.72903 22.46660 24.24773  -0.255
O 0.67640 23.32046 24.38240  -0.544
H 1.48990 21.53630 24.76295  0.184
H 1.90444 22.22666 23.19903  0.219
H 2.61168 22.96443 24.64922  0.229
H -0.14419 22.82287 24.35664  0.467
C -10.56720 28.94418 25.82134  -0.266
O -10.11880 27.76522 25.18814  -0.742
H -9.86184 29.69040 26.18700  0.179
H -11.08620 29.56023 25.08702  0.174
H -11.23363 28.71004 26.65149  0.192
H -9.45739 28.03085 24.54502  0.464
C -11.29139 17.88205 27.76012  -0.255
O -10.52714 18.89319 27.15470  -0.741
H -11.03787 17.69129 28.80292  0.172
H -12.34233 18.16282 27.69086  0.199
H -11.03643 16.91435 27.32810  0.171
H -9.61173 18.61870 27.24569  0.455
C -0.76178 18.46901 17.86997  -0.252
O -1.93856 18.76222 18.65125  -0.752
H -0.48625 19.29529 17.21465  0.180
H 0.04360 18.39100 18.60029  0.165
H -0.85693 17.51555 17.35041  0.205
H -2.00928 19.71414 18.75348  0.457
C -3.93284 29.28169 21.84115  -0.267
O -5.01280 28.59541 22.41823  -0.507
H -4.31691 29.66084 20.89414  0.239
H -3.82801 30.10624 22.54628  0.231
H -3.08347 28.59899 21.81703  0.203
H -5.09684 27.73238 22.00628  0.471
C -2.05371 25.48596 17.99670  -0.255
O -2.36799 24.28119 18.70602  -0.550
H -3.05043 25.91393 17.88953  0.201
H -1.40891 26.02530 18.69057  0.220
H -1.61754 25.37636 17.00380  0.237
H -2.92601 24.40905 19.47666  0.479

Atomic forces in eV per Å
O 2.1 2.6 1.6
V -0.6 -2.3 -1.4
O -1.5 -0.4 -0.5
Ag -0.1 0.1 0.1
Ag 0.0 0.3 0.0
Ag 0.1 0.1 0.0
P -1.7 -0.3 0.7
O 2.5 0.2 1.4
O 0.4 0.2 -0.4
O -1.0 -0.5 -1.2
O -0.2 0.0 -0.4
C 0.6 1.9 -0.6
O -1.1 -2.0 0.2
H -0.4 -0.2 0.2
H -0.1 -0.4 -0.4
H 0.8 0.1 0.3
H 0.3 0.5 0.3
C -0.3 1.0 -1.2
O 0.2 -0.3 0.9
H -0.3 -0.1 0.2
H 0.2 -0.7 0.0
H 0.4 -0.1 0.2
H -0.1 0.1 -0.1
C 1.0 -0.7 0.4
O -1.5 1.4 0.1
H 0.5 -0.3 0.1
H 0.2 -0.1 -0.4
H 0.1 -0.2 -0.1
H -0.2 0.0 -0.1
C -1.1 1.5 -0.2
O 0.7 -0.4 0.3
H 1.0 -0.7 0.3
H -0.7 -0.2 0.0
H 0.0 -0.2 -0.2
H 0.0 0.0 -0.1
C -0.2 -1.1 0.6
O 0.7 0.8 -0.2
H -0.1 0.7 0.4
H 0.2 -0.3 -0.1
H -0.7 -0.1 -0.6
H 0.1 0.1 -0.1
C 0.5 0.4 1.1
O -0.4 -0.1 -0.2
H -0.3 -0.2 -0.3
H 0.4 -0.3 -0.2
H -0.3 0.3 0.0
H 0.1 0.0 -0.2
C -0.8 0.3 1.4
O -0.6 -0.6 0.3
H 0.6 0.1 -0.6
H 0.7 0.2 -0.5
H 0.3 0.4 -0.5
H -0.1 -0.3 -0.1
C -1.2 -0.4 1.1
O 0.9 -1.2 -1.1
H 0.2 1.1 -0.2
H 0.1 0.7 -0.3
H 0.2 -0.8 0.4
H 0.0 0.6 0.1